ORCA calculation (the ωB97M-V functional and the def2-TZVPD basis) on a 7-piece molecular cluster, C22H49ClN3O6 overall in a non-equilibrium geometry.

Last columns: bonded neighbours and bond lengths (Å).
Element x y z (Å)
1 N -2.1010 0.0729 -1.6817  C2 1.345, H15 1.034, H16 1.026
2 C -2.0584 0.2591 -3.0127  N1 1.345, N3 1.437, N14 1.453
3 N -1.3095 -0.6665 -3.8173  C2 1.437, C4 1.491, H17 1.031
4 C -0.3888 0.0100 -4.7754  N3 1.491, Cl5 1.833, C6 1.566, H18 1.126
5 Cl -0.1646 -1.1746 -6.1556  C4 1.833
6 C -0.9328 1.3401 -5.3979  C4 1.566, C7 1.580, H19 1.130, H20 1.126
7 C -1.7686 2.2254 -4.3909  C6 1.580, C8 1.554, N14 1.504, H21 1.124
8 C -0.8392 2.9927 -3.4094  C7 1.554, C9 1.469, C13 1.485
9 C -1.0856 3.0666 -1.9628  C8 1.469, C10 1.456, H22 1.115
10 C -0.2074 3.7403 -1.0161  C9 1.456, C11 1.453, H23 1.116
11 C 0.9801 4.3935 -1.5408  C10 1.453, C12 1.477, H24 1.113
12 C 1.2869 4.4031 -2.9854  C11 1.477, C13 1.455, H25 1.119
13 C 0.3726 3.7096 -3.8806  C8 1.485, C12 1.455, H26 1.118
14 N -2.7358 1.4183 -3.5693  C2 1.453, C7 1.504, H27 1.029
15 H -1.4719 0.5711 -1.0289  N1 1.034
16 H -2.7282 -0.6391 -1.2921  N1 1.026
17 H -1.9620 -1.3041 -4.2970  N3 1.031
18 H 0.5856 0.1714 -4.2351  C4 1.126
19 H -1.6147 1.0946 -6.2645  C6 1.130
20 H -0.0552 1.8978 -5.8297  C6 1.126
21 H -2.3579 2.9750 -4.9867  C7 1.124
22 H -2.0009 2.5480 -1.5926  C9 1.115
23 H -0.4986 3.6907 0.0598  C10 1.116
24 H 1.6854 4.8918 -0.8382  C11 1.113
25 H 2.1971 4.8959 -3.4103  C12 1.119
26 H 0.6244 3.6962 -4.9694  C13 1.118
27 H -3.5058 1.0671 -4.1541  N14 1.029
28 C 2.6114 -0.1942 -1.2676  C29 1.515, H31 1.092, H32 1.092, H33 1.094
29 C 1.1010 -0.1635 -1.1562  C28 1.515, O30 1.428, H34 1.092, H35 1.097
30 O 0.6911 0.9509 -0.3627  C29 1.428, H36 0.967
31 H 3.0658 -0.2626 -0.2771  C28 1.092
32 H 2.9414 -1.0452 -1.8666  C28 1.092
33 H 2.9849 0.7251 -1.7274  C28 1.094
34 H 0.7339 -1.0730 -0.6772  C29 1.092
35 H 0.6368 -0.0830 -2.1464  C29 1.097
36 H 1.0117 1.7537 -0.7968  O30 0.967
37 C 2.3255 -2.2937 2.6934  C38 1.514, H40 1.092, H41 1.092, H42 1.095
38 C 2.8514 -1.2363 3.6413  C37 1.514, O39 1.426, H43 1.091, H44 1.094
39 O 3.4334 -0.1628 2.9055  C38 1.426, H45 0.965
40 H 3.1299 -2.6785 2.0640  C37 1.092
41 H 1.8804 -3.1250 3.2432  C37 1.092
42 H 1.5700 -1.8699 2.0237  C37 1.095
43 H 3.6192 -1.6547 4.2930  C38 1.091
44 H 2.0475 -0.8384 4.2671  C38 1.094
45 H 2.7448 0.2065 2.3386  O39 0.965
46 C -6.2141 -2.5711 -1.2714  C47 1.516, H49 1.093, H50 1.091, H51 1.093
47 C -5.6590 -1.4767 -0.3814  C46 1.516, O48 1.430, H52 1.091, H53 1.093
48 O -5.1263 -0.4120 -1.1730  C47 1.430, H54 0.965
49 H -5.4343 -2.9639 -1.9282  C46 1.093
50 H -6.6182 -3.3911 -0.6758  C46 1.091
51 H -7.0072 -2.1809 -1.9146  C46 1.093
52 H -4.8538 -1.8659 0.2442  C47 1.091
53 H -6.4377 -1.0727 0.2707  C47 1.093
54 H -5.8452 -0.0664 -1.7159  O48 0.965
55 C 6.8623 -4.9924 2.0581  C56 1.516, H58 1.092, H59 1.092, H60 1.093
56 C 5.5581 -4.6641 2.7586  C55 1.516, O57 1.425, H61 1.091, H62 1.095
57 O 4.4552 -4.8633 1.8778  C56 1.425, H63 0.964
58 H 6.9882 -4.3671 1.1718  C55 1.092
59 H 7.7136 -4.8361 2.7234  C55 1.092
60 H 6.8680 -6.0320 1.7195  C55 1.093
61 H 5.5475 -3.6203 3.0759  C56 1.091
62 H 5.4217 -5.2954 3.6423  C56 1.095
63 H 4.4621 -5.7889 1.6068  O57 0.964
64 C 0.3294 1.5298 5.2916  C65 1.517, H67 1.092, H68 1.093, H69 1.092
65 C 0.7590 2.5822 4.2868  C64 1.517, O66 1.422, H70 1.091, H71 1.097
66 O 2.0894 3.0091 4.5484  C65 1.422, H72 0.966
67 H 0.3877 1.9222 6.3085  C64 1.092
68 H -0.6946 1.2010 5.0993  C64 1.093
69 H 0.9915 0.6625 5.2465  C64 1.092
70 H 0.1094 3.4567 4.3485  C65 1.091
71 H 0.7114 2.1867 3.2645  C65 1.097
72 H 2.6637 2.2347 4.4829  O66 0.966
73 C -3.5441 0.8826 1.8271  C74 1.518, H76 1.092, H77 1.092, H78 1.094
74 C -2.1701 0.4115 2.2698  C73 1.518, O75 1.424, H79 1.090, H80 1.097
75 O -2.1984 -0.9748 2.5937  C74 1.424, H81 0.964
76 H -4.2801 0.7100 2.6146  C73 1.092
77 H -3.5317 1.9473 1.5828  C73 1.092
78 H -3.8796 0.3242 0.9484  C73 1.094
79 H -1.8475 0.9548 3.1583  C74 1.090
80 H -1.4277 0.5726 1.4780  C74 1.097
81 H -2.4738 -1.4552 1.8046  O75 0.964

The strongest force on any atom comes out at 0.0649 hartree/bohr. The HOMO-LUMO gap comes out at 5.57 eV. The value obtained for the LUMO energy is -6.19 eV. Its net charge is +1.